Formula: C78H129Br4N15
Source: OMol25
Level of theory: ωB97M-V with the def2-TZVPD basis set

Each line ends with the Mulliken charge.
Atoms and positions in Å:
C  2.274  1.009  -4.831  -1.01
N  2.884  0.832  -3.489  0.31
C  3.504  -0.346  -3.139  -0.49
C  4.130  -0.502  -1.935  -0.18
C  4.190  0.613  -1.076  0.29
C  3.538  1.814  -1.434  -0.81
C  2.860  1.846  -2.651  -0.54
C  5.037  0.705  0.170  0.39
C  4.539  1.145  1.390  -0.43
C  5.412  1.217  2.447  -0.67
N  6.636  0.713  2.373  0.05
C  7.155  0.172  1.266  -0.60
C  6.374  0.219  0.100  -0.59
C  7.346  0.612  3.737  -0.87
H  3.067  1.456  -5.432  0.34
H  1.455  1.722  -4.741  0.37
H  1.945  0.039  -5.203  0.39
H  3.360  -1.154  -3.842  0.77
H  4.709  -1.355  -1.614  0.65
H  3.595  2.695  -0.812  0.82
H  2.296  2.677  -3.048  0.53
H  3.508  1.446  1.503  0.24
H  5.060  1.514  3.424  0.65
H  8.182  -0.161  1.266  0.46
H  6.733  -0.173  -0.840  0.70
H  6.920  -0.146  4.395  0.24
H  7.225  1.575  4.232  0.42
H  8.359  0.239  3.585  0.40
C  -2.087  1.114  -4.019  -0.52
N  -2.270  0.194  -5.110  0.28
C  -1.315  0.191  -6.065  -0.11
C  -1.385  -0.646  -7.131  -0.94
C  -2.501  -1.444  -7.305  0.53
C  -3.513  -1.423  -6.340  -0.72
C  -3.310  -0.623  -5.221  -0.28
C  -2.621  -2.392  -8.385  0.72
C  -3.711  -2.478  -9.164  -0.48
C  -3.906  -3.356  -10.178  -0.57
N  -2.868  -4.213  -10.479  0.00
C  -1.770  -4.234  -9.722  -0.16
C  -1.603  -3.294  -8.669  -0.76
C  -3.063  -5.149  -11.609  -0.92
H  -3.081  1.526  -3.842  0.23
H  -1.375  1.889  -4.303  0.27
H  -1.717  0.472  -3.219  0.22
H  -0.503  0.870  -5.851  0.52
H  -0.561  -0.700  -7.828  0.59
H  -4.420  -1.986  -6.504  0.62
H  -4.050  -0.502  -4.443  0.39
H  -4.497  -1.767  -8.959  0.55
H  -4.791  -3.418  -10.794  0.50
H  -0.990  -4.867  -10.120  0.42
H  -0.698  -3.210  -8.086  0.51
H  -3.995  -5.698  -11.475  0.41
H  -2.315  -5.942  -11.617  0.35
H  -2.996  -4.648  -12.575  0.36
C  2.388  6.753  -1.593  -0.84
N  1.461  6.824  -0.429  0.02
C  1.592  5.872  0.428  -0.48
C  0.764  5.801  1.499  -0.97
C  -0.318  6.719  1.715  0.77
C  -0.467  7.680  0.690  -0.84
C  0.465  7.766  -0.321  -0.33
C  -1.212  6.612  2.920  0.92
C  -1.503  5.288  3.374  -0.24
C  -2.544  5.111  4.316  -0.46
N  -3.183  6.183  4.780  0.12
C  -2.843  7.479  4.450  -0.47
C  -1.841  7.650  3.525  -0.72
C  -4.192  6.080  5.815  -0.98
H  3.366  7.074  -1.234  0.36
H  2.041  7.524  -2.280  0.30
H  2.153  5.786  -2.040  0.35
H  2.443  5.209  0.385  0.84
H  0.977  5.057  2.252  0.65
H  -1.233  8.441  0.725  0.61
H  0.406  8.499  -1.112  0.49
H  -1.039  4.454  2.869  0.00
H  -2.968  4.166  4.622  0.48
H  -3.559  8.219  4.778  0.48
H  -1.581  8.679  3.327  0.63
H  -4.494  5.052  6.016  0.30
H  -5.151  6.511  5.529  0.41
H  -3.896  6.447  6.798  0.38
C  2.933  -6.119  3.410  -0.45
C  3.365  -5.876  4.909  -0.44
N  4.245  -4.643  5.067  0.27
C  4.063  -3.696  6.081  -0.64
C  5.151  -2.835  5.938  -0.37
N  5.956  -3.292  4.932  0.31
C  5.443  -4.407  4.422  -0.36
C  7.298  -2.819  4.602  -1.07
H  3.657  -5.808  2.656  0.11
H  2.044  -5.521  3.211  -0.02
H  2.618  -7.162  3.411  0.46
H  3.867  -6.736  5.353  0.43
H  2.428  -5.803  5.461  0.02
H  3.163  -3.691  6.678  0.57
H  5.366  -1.925  6.478  0.46
H  5.898  -5.038  3.673  0.54
H  8.013  -3.642  4.617  0.37
H  7.565  -2.023  5.297  0.51
H  7.389  -2.462  3.576  0.25
C  -7.782  0.499  4.089  -1.25
C  -6.481  1.043  3.511  -0.52
N  -5.584  -0.039  3.279  0.38
C  -5.137  -0.428  2.032  -1.10
C  -4.504  -1.610  2.125  -0.20
N  -4.414  -1.931  3.489  0.34
C  -5.047  -0.919  4.238  -0.39
C  -3.976  -3.146  3.954  -0.98
H  -7.660  0.170  5.121  0.40
H  -8.245  -0.322  3.541  0.35
H  -8.546  1.275  4.140  0.40
H  -5.957  1.673  4.229  0.33
H  -6.621  1.750  2.694  0.33
H  -5.472  0.118  1.163  0.70
H  -4.164  -2.273  1.343  0.52
H  -5.201  -0.982  5.305  0.47
H  -4.035  -3.944  3.214  0.34
H  -4.595  -3.398  4.815  0.44
H  -2.916  -3.040  4.186  0.34
C  -0.927  -0.995  4.631  -0.04
C  0.325  -1.813  5.097  -0.17
N  0.035  -3.276  5.235  0.61
C  -0.262  -4.175  4.219  0.19
C  -0.590  -5.413  4.770  -1.22
N  -0.477  -5.295  6.124  0.24
C  -0.159  -3.957  6.429  -0.45
C  -0.908  -6.212  7.176  -0.92
H  -1.665  -0.793  5.407  0.52
H  -1.398  -1.567  3.832  -0.70
H  -0.580  -0.036  4.246  0.21
H  0.731  -1.348  5.995  0.59
H  1.068  -1.767  4.300  -0.43
H  -0.136  -3.892  3.184  0.26
H  -0.733  -6.396  4.345  0.58
H  -0.271  -3.480  7.391  0.51
H  -1.673  -6.887  6.791  0.40
H  -1.382  -5.672  7.995  0.35
H  -0.100  -6.836  7.556  0.33
C  2.884  -1.906  1.974  -1.74
C  1.922  -1.392  0.882  2.10
C  0.540  -0.990  1.438  -0.27
N  -0.384  -0.327  0.395  2.49
C  -0.300  -1.193  -0.923  -0.64
C  -0.086  1.194  0.047  0.41
C  -1.464  1.906  0.134  0.98
C  -2.250  1.141  1.179  -0.18
C  -1.784  -0.281  0.931  -0.31
H  3.087  -1.039  2.602  0.70
H  3.870  -2.186  1.602  0.17
H  2.502  -2.690  2.628  0.15
H  1.918  -2.225  0.179  -0.17
H  2.402  -0.603  0.304  -1.05
H  0.589  -0.160  2.143  0.19
H  -0.099  -1.726  1.926  -0.58
H  -0.469  -2.266  -0.833  0.10
H  0.670  -1.069  -1.404  0.07
H  -1.036  -0.826  -1.638  -0.37
H  0.448  1.188  -0.903  -0.30
H  0.516  1.571  0.874  -0.36
H  -2.046  1.889  -0.788  -0.51
H  -1.427  2.940  0.478  -0.10
H  -3.336  1.201  1.121  0.16
H  -2.072  1.409  2.220  0.31
H  -2.407  -0.685  0.133  -0.56
H  -1.972  -1.052  1.679  -0.34
C  -7.147  8.771  -1.252  -1.41
C  -6.153  7.882  -1.984  -0.40
C  -5.403  6.894  -1.015  -0.58
N  -4.070  6.196  -1.522  0.34
C  -2.945  7.198  -1.752  -1.10
C  -4.186  5.361  -2.845  -0.64
C  -5.062  4.199  -2.468  -0.82
C  -4.633  3.827  -1.048  0.43
C  -3.817  5.086  -0.514  -0.51
H  -7.965  8.273  -0.732  0.35
H  -7.506  9.664  -1.763  0.39
H  -6.585  9.257  -0.454  0.36
H  -5.477  8.677  -2.299  0.26
H  -6.508  7.428  -2.910  0.34
H  -6.091  6.064  -0.857  0.43
H  -5.162  7.414  -0.088  0.40
H  -2.045  6.638  -2.003  0.48
H  -2.852  7.673  -0.775  0.28
H  -3.262  7.845  -2.570  0.43
H  -3.175  5.083  -3.143  0.44
H  -4.729  6.037  -3.506  0.47
H  -4.903  3.450  -3.244  0.42
H  -6.142  4.348  -2.482  0.34
H  -4.123  2.866  -0.987  -0.68
H  -5.498  3.660  -0.407  0.45
H  -2.734  4.961  -0.515  0.13
H  -3.949  5.400  0.521  0.34
C  7.502  -3.668  -3.080  -1.47
C  5.977  -3.802  -3.384  0.85
C  5.528  -5.159  -2.887  -1.11
N  3.953  -5.332  -2.879  0.31
C  3.318  -5.244  -4.382  -1.05
C  3.376  -4.277  -1.874  0.63
C  2.560  -4.937  -0.770  0.25
C  3.231  -6.327  -0.744  -0.87
C  3.547  -6.723  -2.205  -0.72
H  7.843  -2.635  -3.018  0.38
H  8.102  -4.154  -3.850  0.40
H  7.728  -4.075  -2.094  0.36
H  5.781  -3.747  -4.455  0.35
H  5.428  -2.987  -2.912  -0.52
H  5.890  -5.427  -1.894  0.42
H  5.858  -5.941  -3.571  0.62
H  2.239  -5.398  -4.402  0.44
H  3.775  -6.033  -4.979  0.37
H  3.318  -4.219  -4.754  0.31
H  2.718  -3.604  -2.425  -0.04
H  4.224  -3.789  -1.396  -0.66
H  1.540  -5.042  -1.140  0.38
H  2.639  -4.326  0.129  -0.32
H  2.618  -7.161  -0.403  0.61
H  4.132  -6.415  -0.136  0.23
H  2.625  -7.065  -2.674  0.39
H  4.305  -7.456  -2.483  0.36
Br  -2.062  -4.216  0.675  -0.68
Br  -4.666  -0.322  -1.536  -0.61
Br  1.353  2.627  3.405  -0.62
Br  6.089  -3.931  0.792  -0.65

**Charge**: +8
**Orbital gap**: 3.995 eV
**HOMO**: -19.896 eV
**E_tot**: -385409.020 eV